Record 1
Here is 2 unconnected molecules or ions with the total composition C2H7NO2 from OMol25. Energies are from ωB97M-V with the def2-TZVPD basis set.

The geometry in ORCA input format:
```
! RIJCOSX wB97M-V def2-TZVPD def2/J DEFGRID3
* xyz 0 1
N 1.14323 -0.84755 0.39358
C 1.00988 0.35777 -0.40104
C 0.10478 0.26683 -1.60524
O 0.07333 1.08386 -2.48588
H 1.03884 -1.68393 -0.17187
H 0.42051 -0.82924 1.10318
H 1.97321 0.78354 -0.68598
H 0.55650 1.15859 0.19662
H -0.56447 -0.62163 -1.63234
O -1.60868 -0.11762 1.78932
H -1.69709 0.79117 2.11862
H -2.45006 -0.34179 1.38104
*
```

- electronic energy (hartree) = -285.6147
- HOMO-LUMO gap (eV) = 9.8
- F_max (eV/Å) = 0.48
- LUMO (eV) = 0.5

Record 2
Here is a molecular structure, C32H49Cl3CuN3O2SbSi3 from OMol25. Energies are from ωB97M-V with the def2-TZVPD basis set.

The geometry in ORCA input format:
```
! RIJCOSX wB97M-V def2-TZVPD def2/J DEFGRID3
* xyz -1 1
Cu -0.39951 1.59086 -1.02415
Cl -1.22811 9.12028 -0.38504
C -1.24881 7.42290 -0.81720
C -0.06719 6.76376 -1.09354
C -0.09834 5.42025 -1.41522
Cl 1.40335 4.67660 -1.88259
C -1.27640 4.61988 -1.44580
O -1.32705 3.36609 -1.67688
C -2.45023 5.40421 -1.24149
Cl -3.99941 4.63771 -1.44985
C -2.44964 6.74565 -0.91468
H 0.87784 7.28820 -1.07623
H -3.38842 7.25483 -0.74682
C -2.79538 -2.84054 0.88169
Sb -1.80854 -0.96408 1.27978
C -1.72451 -0.03636 -0.66450
C -1.46818 -0.97184 -1.77986
C -1.32669 -0.47933 -3.10232
C -1.10050 -1.34169 -4.14628
C -0.98125 -2.70903 -3.89174
C -1.07973 -3.10695 -2.57435
N -1.31159 -2.28461 -1.55227
Si -3.39393 0.82583 -0.75758
C -3.81782 1.43499 -2.47751
C -4.84245 -0.34461 -0.37545
C -3.49518 2.17698 0.53853
C 0.22425 -1.86493 1.77437
C 0.88462 -2.26177 0.48878
C 1.19870 -3.58211 0.13490
C 1.72380 -3.85386 -1.11308
C 1.92582 -2.81016 -2.00357
C 1.65447 -1.52901 -1.55408
N 1.19167 -1.25334 -0.33974
Si -0.00877 -3.23957 3.05870
C 1.67889 -3.68964 3.76964
C -0.74841 -4.89361 2.51716
C -1.15336 -2.75872 4.46737
Si 1.18359 -0.36643 2.46108
C 0.66412 1.32087 1.83453
C 3.01965 -0.69208 2.18504
C 0.99624 -0.12812 4.31885
H -3.53459 -2.66761 0.10524
H -3.28954 -3.18462 1.79111
H -2.08668 -3.57279 0.51409
H -1.38579 0.58773 -3.27237
H -1.00284 -0.95632 -5.15513
H -0.79753 -3.42685 -4.68002
H -0.95645 -4.15451 -2.31003
H -3.94186 0.58112 -3.14730
H -3.06012 2.10747 -2.87624
H -4.76713 1.97506 -2.43887
H -4.81754 -1.21803 -1.03241
H -5.79000 0.17484 -0.54608
H -4.84696 -0.70419 0.65624
H -2.64393 2.85513 0.46213
H -3.50433 1.73657 1.53757
H -4.40589 2.76713 0.41622
H 1.03242 -4.39134 0.82814
H 1.95366 -4.87547 -1.39326
H 2.28428 -2.97657 -3.01057
H 1.80422 -0.66899 -2.19654
H 2.37032 -3.98763 2.97767
H 1.58608 -4.52717 4.46558
H 2.13587 -2.85643 4.30382
H -0.49221 -5.25243 1.52298
H -1.83370 -4.85856 2.57439
H -0.39976 -5.63524 3.24290
H -0.74082 -2.01613 5.14115
H -1.37230 -3.65915 5.04795
H -2.10143 -2.37086 4.08899
H 0.66495 1.42114 0.74362
H 1.31728 2.08298 2.26698
H -0.35107 1.53717 2.17715
H 3.27299 -0.67547 1.12504
H 3.27518 -1.68225 2.56723
H 3.63778 0.03832 2.71429
H -0.03819 0.09412 4.58356
H 1.59973 0.74153 4.59340
H 1.33478 -0.96975 4.92057
C 3.82704 0.59958 -3.17030
N 4.03442 1.09881 -1.82643
C 5.37144 1.00016 -1.27436
C 3.01327 1.68672 -1.15357
C 3.35400 2.40789 0.12803
O 1.87418 1.66717 -1.59491
H 4.57916 1.02758 -3.83760
H 2.83932 0.90116 -3.51076
H 3.90242 -0.49054 -3.20551
H 5.90367 0.21521 -1.81042
H 5.34363 0.72044 -0.22231
H 5.93919 1.92980 -1.37848
H 4.29421 2.95308 0.05172
H 3.43133 1.70267 0.95195
H 2.54621 3.10083 0.33523
*
```

- electronic energy (hartree) = -5693.4692
- HOMO-LUMO gap (eV) = 6.5
- F_max (eV/Å) = 0.58
- LUMO (eV) = 2.3